This record from the Open Molecules 2025 dataset describes 2 unconnected molecules or ions with the total composition C3H4N2O3. The level of theory is the ωB97M-V functional and the def2-TZVPD basis.

Output
Gap between HOMO and LUMO, Eh: 0.33029
Multiplicity: 1
Lowest unoccupied orbital energy, eV: -0.44
HOMO level, eV: -9.43
Electronic energy, Ha: -451.66911

Last columns: bonded neighbours and bond lengths (Å).
Element x y z (Å)
1 N 1.719 -0.564 -0.099  C2 1.315, O6 1.477
2 C 2.895 -0.722 0.467  N1 1.315, H9 1.148, H10 1.123
3 H 0.021 -1.264 -1.218  C11 1.158
4 O -2.609 -0.246 0.389  N8 1.338
5 O -0.696 1.741 0.220  C7 1.253
6 O 1.270 0.840 -0.199  N1 1.477, C7 1.314
7 C -0.037 0.830 -0.333  O5 1.253, O6 1.314, C11 1.548
8 N -1.795 -1.163 -0.148  O4 1.338, C11 1.364
9 H 3.459 0.259 0.659  C2 1.148
10 H 3.317 -1.755 0.592  C2 1.123
11 C -0.674 -0.550 -0.626  H3 1.158, C7 1.548, N8 1.364
12 H -3.092 -1.176 1.372  no bonds

Atom charges from the natural (NBO) analysis, given in e for atoms 1 to 6: -0.138, -0.107, 0.226, -0.447, -0.527, -0.371


This record from the Open Molecules 2025 dataset describes a gas-phase ion, C6H8N3S (charge +1). The level of theory is the ωB97M-V functional and the def2-TZVPD basis.

Output
Gap between HOMO and LUMO, Eh: 0.31923
Multiplicity: 1
Total charge: +1
Lowest unoccupied orbital energy, eV: -5.40
HOMO level, eV: -14.08
Electronic energy, Ha: -795.52713

Last columns: bonded neighbours and bond lengths (Å).
Element x y z (Å)
1 H -0.596 1.445 2.321  C6 1.091
2 H -2.021 1.401 -1.594  C17 1.097
3 H -1.011 2.168 -0.256  C17 1.080
4 N -0.434 -1.471 1.070  C7 1.213, C18 1.425
5 H 0.300 -2.883 -0.347  C18 1.146
6 C -0.025 0.864 1.595  H1 1.091, C7 1.505, N16 1.257
7 C -0.449 -0.303 0.743  N4 1.213, C6 1.505, C9 1.517
8 H 3.050 0.572 0.781  C10 1.089
9 C -0.876 0.061 -0.667  C7 1.517, S14 1.666, C17 1.475
10 C 1.975 0.584 0.608  H8 1.089, N12 1.307, N16 1.370
11 H -1.500 -2.939 0.315  C18 1.113
12 N 1.446 0.187 -0.519  C10 1.307, H15 1.039
13 H -0.237 1.699 -1.725  C17 1.071
14 S -1.099 -1.325 -1.564  C9 1.666, C18 1.860
15 H 1.989 -0.364 -1.213  N12 1.039
16 N 1.198 1.153 1.583  C6 1.257, C10 1.370
17 C -1.056 1.467 -1.076  H2 1.097, H3 1.080, C9 1.475, H13 1.071
18 C -0.654 -2.317 -0.055  N4 1.425, H5 1.146, H11 1.113, S14 1.860

Atom charges from the natural (NBO) analysis, given in e for atoms 1 to 6: 0.246, 0.271, 0.256, -0.309, 0.269, 0.150


This record from the Open Molecules 2025 dataset describes a gas-phase ion, C3H8NO (charge -1). The level of theory is the ωB97M-V functional and the def2-TZVPD basis.

Output
Gap between HOMO and LUMO, Eh: 0.24469
SMILES: CCNC[O-]
Multiplicity: 1
Total charge: -1
Lowest unoccupied orbital energy, eV: 4.39
HOMO level, eV: -2.27
Electronic energy, Ha: -249.06619

Last columns: bonded neighbours and bond lengths (Å).
Element x y z (Å)
1 C -1.812 0.476 0.646  H4 1.120, O5 1.302, H8 1.109, N11 1.580
2 H 0.236 -0.998 0.824  C13 1.091
3 H -0.676 0.931 -1.076  N11 1.017
4 H -2.492 1.050 -0.033  C1 1.120
5 O -2.150 -0.757 0.893  C1 1.302
6 H 2.415 -0.323 0.581  C9 1.085
7 H 0.031 -1.261 -0.892  C13 1.096
8 H -1.636 1.124 1.529  C1 1.109
9 C 1.860 -0.259 -0.349  H6 1.085, H10 1.107, H12 1.101, C13 1.544
10 H 2.052 0.764 -0.727  C9 1.107
11 N -0.444 0.694 -0.115  C1 1.580, H3 1.017, C13 1.453
12 H 2.265 -0.918 -1.133  C9 1.101
13 C 0.352 -0.521 -0.150  H2 1.091, H7 1.096, C9 1.544, N11 1.453

Atom charges from the natural (NBO) analysis, given in e for atoms 1 to 6: 0.163, 0.207, 0.317, 0.035, -0.922, 0.188


This record from the Open Molecules 2025 dataset describes 3 unconnected molecules or ions with the total composition C17H36F3N4O7. The level of theory is the ωB97M-V functional and the def2-TZVPD basis.

Output
Gap between HOMO and LUMO, Eh: 0.19490
Multiplicity: 1
Total charge: +1
Lowest unoccupied orbital energy, eV: -5.08
HOMO level, eV: -10.39
Electronic energy, Ha: -1714.13027

Last columns: bonded neighbours and bond lengths (Å).
Element x y z (Å)
1 H -3.920 8.080 -6.968  C55 1.095
2 F -2.980 1.054 0.174  C8 1.383
3 O 2.249 -5.060 3.577  C12 1.431, C64 1.430
4 C -2.342 6.157 -6.286  C43 1.523, H44 1.094, O53 1.422, H56 1.097
5 N 0.659 0.551 3.477  C14 1.420, N17 1.334, H54 1.026
6 H -3.575 3.681 -2.523  C50 1.091
7 H -0.253 1.624 0.806  C18 1.147
8 C -1.880 1.298 -0.628  F2 1.383, C18 1.586, F22 1.391, F33 1.412
9 C 3.550 -5.843 1.609  H27 1.096, O28 1.421, H40 1.099, C64 1.524
10 C -2.587 7.762 -3.630  C26 1.524, H34 1.090, O41 1.429, H62 1.094
11 C 1.592 -1.122 1.774  H15 1.142, N17 1.494, C57 1.629, H67 1.138
12 C 1.356 -6.162 3.770  O3 1.431, H13 1.095, C21 1.523, H48 1.090
13 H 0.390 -5.709 4.017  C12 1.095
14 C 0.866 1.941 3.675  N5 1.420, N58 1.427, H65 1.136
15 H 2.600 -1.210 1.245  C11 1.142
16 H 1.609 -6.630 0.122  C38 1.096
17 N 1.433 0.202 2.448  N5 1.334, C11 1.494, N29 1.333
18 C -0.522 0.817 0.036  H7 1.147, C8 1.586, O39 1.452, H66 1.139
19 H 0.910 -7.780 5.116  C21 1.096
20 O 2.874 -7.873 4.575  C21 1.421, C60 1.417
21 C 1.738 -7.089 4.915  C12 1.523, H19 1.096, O20 1.421, H46 1.094
22 F -1.968 0.734 -1.897  C8 1.391
23 H 0.927 -1.259 -0.421  C57 1.131
24 H -2.259 4.563 -1.739  C50 1.093
25 H -1.835 5.265 -4.365  C43 1.091
26 C -3.012 6.911 -2.440  C10 1.524, H32 1.096, O35 1.423, H45 1.098
27 H 4.577 -5.844 1.228  C9 1.096
28 O 3.057 -7.172 1.514  C9 1.421, C38 1.416
29 N 2.100 1.256 1.976  N17 1.333, N58 1.345
30 H 3.307 -8.784 6.379  C60 1.093
31 H 3.995 -7.138 6.165  C60 1.096
32 H -3.777 7.443 -1.864  C26 1.096
33 F -1.768 2.700 -0.762  C8 1.412
34 H -3.403 7.903 -4.339  C10 1.090
35 O -3.584 5.683 -2.877  C26 1.423, C50 1.414
36 H -0.480 5.832 -5.309  C43 1.095
37 H 4.675 -8.509 5.278  C60 1.090
38 C 2.345 -7.418 0.315  H16 1.096, O28 1.416, H52 1.093, H63 1.090
39 O -0.660 -0.414 0.795  C18 1.452, C57 1.434
40 H 2.945 -5.154 1.003  C9 1.099
41 O -1.407 7.305 -4.294  C10 1.429, C43 1.428
42 H 4.070 -6.064 3.712  C64 1.089
43 C -1.507 6.076 -5.016  C4 1.523, H25 1.091, H36 1.095, O41 1.428
44 H -2.006 7.010 -6.883  C4 1.094
45 H -2.141 6.733 -1.796  C26 1.098
46 H 1.927 -6.493 5.813  C21 1.094
47 H -3.934 4.690 -1.101  C50 1.094
48 H 1.202 -6.707 2.838  C12 1.090
49 H 0.067 -2.350 0.748  C57 1.145
50 C -3.319 4.605 -2.002  H6 1.091, H24 1.093, O35 1.414, H47 1.094
51 H 4.103 -4.427 3.101  C64 1.095
52 H 3.039 -7.506 -0.526  C38 1.093
53 O -3.727 6.261 -5.979  C4 1.422, C55 1.416
54 H 0.051 -0.095 3.992  N5 1.026
55 C -4.427 7.115 -6.865  H1 1.095, O53 1.416, H59 1.090, H61 1.093
56 H -2.204 5.240 -6.872  C4 1.097
57 C 0.464 -1.285 0.610  C11 1.629, H23 1.131, O39 1.434, H49 1.145
58 N 1.800 2.361 2.682  C14 1.427, N29 1.345
59 H -5.416 7.296 -6.444  C55 1.090
60 C 3.750 -8.083 5.668  O20 1.417, H30 1.093, H31 1.096, H37 1.090
61 H -4.538 6.637 -7.843  C55 1.093
62 H -2.334 8.758 -3.252  C10 1.094
63 H 1.808 -8.360 0.434  C38 1.090
64 C 3.545 -5.369 3.058  O3 1.430, C9 1.524, H42 1.089, H51 1.095
65 H 0.331 2.560 4.463  C14 1.136
66 H 0.355 0.795 -0.690  C18 1.139
67 H 1.499 -1.989 2.505  C11 1.138

Atom charges from the natural (NBO) analysis, given in e for atoms 1 to 6: 0.166, -0.304, -0.563, -0.095, -0.290, 0.190


This record from the Open Molecules 2025 dataset describes 2 unconnected molecules or ions with the total composition C4H7NO2. The level of theory is the ωB97M-V functional and the def2-TZVPD basis.

Output
Gap between HOMO and LUMO, Eh: 0.36927
SMILES: C/C(O)=N/O.C#C
Multiplicity: 1
Lowest unoccupied orbital energy, eV: 0.84
HOMO level, eV: -9.21
Electronic energy, Ha: -361.72122

Last columns: bonded neighbours and bond lengths (Å).
Element x y z (Å)
1 N -0.796 -1.070 0.879  O3 1.406, C9 1.293
2 H 0.005 -2.524 1.746  O3 0.977
3 O 0.188 -1.564 1.752  N1 1.406, H2 0.977
4 C 1.341 -0.619 -1.817  H7 1.067, C10 1.200
5 C -1.568 1.035 -0.121  H6 1.093, H8 1.093, C9 1.487, H11 1.094
6 H -1.181 2.053 -0.211  C5 1.093
7 H 0.518 -1.297 -1.767  C4 1.067
8 H -2.571 1.068 0.311  C5 1.093
9 C -0.683 0.211 0.746  N1 1.293, C5 1.487, O14 1.340
10 C 2.257 0.154 -1.844  C4 1.200, H13 1.066
11 H -1.617 0.590 -1.119  C5 1.094
12 H 0.772 0.227 1.902  O14 0.974
13 H 3.070 0.843 -1.860  C10 1.066
14 O 0.265 0.893 1.403  C9 1.340, H12 0.974

Atom charges from the natural (NBO) analysis, given in e for atoms 1 to 6: -0.258, 0.494, -0.621, -0.242, -0.675, 0.240